The following is a DFT calculation (ωB97M-V/def2-TZVPD) of a structure of composition C32H39CdGe2N3PSe.

Its expectation value of S² is 0.757. Its spin multiplicity is 2. The value obtained for the LUMO energy (spin up / spin down) is -6.111 / -7.736 eV. As for the molar mass: 833.25 g mol⁻¹. The calculation puts the total energy at -8470.9032 Eh. As for the net charge: +2.

```
79
Properties=species:S:1:pos:R:3:mulliken_charge:R:1
Cd 0.47440 0.16261 0.01769 1.96
Se -0.32326 -3.06776 -1.18097 0.31
N -0.03274 -2.02260 0.25959 -0.75
C 0.18540 -2.81120 1.29852 1.05
C 0.47659 -2.38098 2.62513 -0.36
C 0.68005 -3.32519 3.57430 -0.54
C 0.60824 -4.73276 3.28813 -0.67
C 0.33388 -5.18630 2.04555 -0.74
C 0.11701 -4.22769 1.00303 0.93
N -0.13790 -4.54877 -0.24600 -0.77
H 0.53556 -1.32339 2.85224 0.23
H 0.90300 -3.02195 4.58912 0.46
H 0.77750 -5.43013 4.09696 0.44
H 0.27223 -6.23818 1.80461 0.49
C -4.07312 3.00206 1.69294 -1.08
C -3.08066 2.27601 2.60570 -0.35
C -2.02034 1.62846 1.84805 0.18
N -1.18460 1.12366 1.24773 -0.49
H -4.83756 3.47391 2.30580 0.37
H -4.56207 2.30610 1.01365 0.35
H -3.57133 3.77379 1.11242 0.25
H -3.56719 1.49975 3.19984 0.33
H -2.59461 2.96355 3.30167 0.30
C -1.19803 0.23448 -3.36132 -1.24
P 0.06084 1.05269 -2.33799 0.61
C 1.55531 1.11177 -3.36073 -0.78
C -0.48335 2.76088 -2.10058 0.72
C 0.46192 3.78437 -2.03651 -0.53
C 0.05880 5.09107 -1.80607 -0.61
C -1.28698 5.38537 -1.64203 -0.65
C -2.23129 4.37022 -1.71045 -0.67
C -1.83450 3.06063 -1.93233 -0.69
H -2.12411 0.09091 -2.80656 0.43
H -0.82988 -0.74258 -3.67539 0.45
H -1.40060 0.83602 -4.24839 0.43
H 1.39693 1.75587 -4.22632 0.48
H 1.78846 0.10281 -3.70283 0.40
H 2.40241 1.47965 -2.77999 -0.07
H 1.51276 3.57140 -2.18570 0.26
H 0.79511 5.88311 -1.77267 0.47
H -1.60190 6.40722 -1.47873 0.43
H -3.28364 4.60308 -1.61307 0.55
H -2.58804 2.28412 -1.99387 0.29
C 1.35642 3.74792 1.90796 -1.04
Ge 2.38455 2.26504 2.67414 0.66
C 1.33116 1.27826 3.99704 -0.97
C 4.12058 2.84150 3.36811 -1.12
Ge 2.97046 0.66536 0.88009 -1.54
C 3.46933 -1.14383 1.38409 0.49
C 3.89660 -1.39758 2.68851 -0.09
C 4.22527 -2.68493 3.08769 -0.83
C 4.10537 -3.73973 2.19451 -0.60
C 3.67279 -3.50500 0.89560 -0.88
C 3.36272 -2.21520 0.49331 0.12
C 3.99563 1.36167 -0.60013 0.77
C 4.85386 0.54392 -1.34380 -0.23
C 5.57444 1.06364 -2.40692 -0.81
C 5.45271 2.40770 -2.73852 -0.60
C 4.61456 3.23562 -2.00136 -0.36
C 3.88996 2.71392 -0.94201 -0.58
H 0.76534 4.21650 2.69652 0.46
H 0.67753 3.41992 1.11936 0.13
H 2.01921 4.50875 1.49618 0.44
H 1.12662 1.92652 4.85046 0.49
H 1.86746 0.40296 4.36275 0.32
H 0.37593 0.95744 3.58023 0.14
H 3.95647 3.58239 4.15249 0.46
H 4.72183 3.29947 2.58380 0.38
H 4.67875 2.01001 3.79616 0.36
H 3.99353 -0.58774 3.40420 0.33
H 4.57773 -2.86455 4.09495 0.47
H 4.35803 -4.74463 2.50633 0.46
H 3.59059 -4.32553 0.19409 0.49
H 3.03285 -2.04887 -0.52842 0.45
H 4.97587 -0.49997 -1.08062 0.43
H 6.24075 0.42579 -2.97209 0.47
H 6.02362 2.81366 -3.56302 0.42
H 4.53916 4.28695 -2.24767 0.47
H 3.24069 3.37013 -0.36943 0.24
```